7
Properties=species:S:1:pos:R:3:mulliken_charge:R:1 method="wB97M-V/def2-TZVPD" e_lumo_ev="-2.2428 / -1.5494" homo_energy_ev="-8.54 / -10.19" de_lowest_ev=7.6069 orbital_gap_ev="6.299 / 8.639" multiplicity=1
C 2.3419 0.3688 -0.2409 -0.29
C 0.1021 -0.0789 0.1652 0.01
C -1.1548 -0.1947 0.2326 -0.23
O -3.5375 -0.0407 1.1171 -0.42
S -2.8406 -0.0575 -0.1982 0.31
H 2.1077 0.4226 -1.2607 0.32
H 2.9811 -0.4197 0.1849 0.31